The following is a quantum chemistry calculation of 13 unconnected molecules or ions with the total composition C81H181N10O9, from the OMol25 dataset.

Geometry as XYZ:
```
281
Properties=species:S:1:pos:R:3:forces:R:3
C -0.887645 -1.393852 -0.771037 1.6472 -0.5730 -0.2068
C 0.307945 -0.491552 -0.328387 -0.1622 -0.5252 -1.0257
C -0.215365 0.708318 0.409803 -0.8950 0.6132 0.2748
C -0.830475 0.415248 1.769253 -0.1292 -0.5442 -0.1741
C 0.203155 -0.318512 2.551673 0.9740 2.0043 0.8401
C 0.918785 -1.491002 1.925273 0.0246 0.7835 0.0688
N 1.318935 -1.148742 0.519503 0.3786 0.5737 -0.2129
O 2.048375 -2.176672 -0.149527 -0.4983 -0.0512 -0.0240
C 0.057625 -2.683552 2.146743 -0.8663 -2.2694 -1.2039
C 2.193525 -1.743982 2.702033 1.0314 0.0102 -0.1547
C 0.985565 0.152408 -1.649307 -0.4208 -0.9492 1.5791
H -1.421525 -0.948842 -1.610697 -0.4049 0.1318 0.1899
H -1.488895 -1.760282 0.061033 -0.2996 0.4570 -0.0543
H -0.383285 -2.284022 -1.146967 -0.0777 -0.3629 -0.2685
H -1.052085 1.166468 -0.117547 0.3075 0.3408 -0.8519
H 0.669275 1.345038 0.419553 -0.4657 0.6276 0.6554
H -1.781355 -0.111472 1.688743 -0.1916 -0.5663 -0.4316
H -1.143045 1.288878 2.341243 0.4014 0.4027 -0.2576
H -0.118035 -0.438142 3.586383 0.0644 -0.7782 0.0240
H 0.931305 0.490678 2.607453 0.6402 0.0042 0.3865
H -0.068355 -3.207762 1.199423 -0.0217 -0.0988 -0.2974
H -0.957615 -2.519132 2.507773 0.0924 0.2940 0.2556
H 0.515155 -3.455512 2.765483 -0.1184 0.1728 0.4072
H 2.639475 -2.638222 2.266633 0.1182 -0.2450 0.1413
H 2.056545 -1.875752 3.775323 -0.4194 -0.1212 -0.0091
H 2.939105 -0.957042 2.588293 -0.1070 0.3752 -0.1948
H 1.368395 -0.569212 -2.370977 -0.2150 -0.2823 0.0563
H 1.832415 0.743688 -1.300997 -0.0523 0.1059 -0.0269
H 0.242305 0.807818 -2.103317 0.0360 0.0480 -0.1504
C -2.588975 3.357998 -2.334827 -0.7194 -0.9745 0.3782
C -3.831575 4.009978 -2.897927 1.1034 0.0651 -0.7202
C -3.789175 5.445708 -2.480017 -2.7979 1.3683 0.4131
N -5.157845 6.116048 -2.831137 1.7822 1.2378 -1.1439
C -6.374495 5.418378 -2.196687 1.5659 1.3235 -1.6640
C -5.186555 6.157708 -4.399397 -1.8251 -0.6249 -0.2461
C -6.267995 7.190808 -4.798247 0.6287 -1.6993 1.0479
C -6.163845 8.168038 -3.629347 -0.5379 0.8954 0.7571
C -5.193605 7.638528 -2.507177 -0.8608 -0.6118 -1.5650
H -2.589005 3.454948 -1.249147 0.4237 0.3036 0.0710
H -1.677385 3.735068 -2.798437 0.0257 -0.1276 0.2345
H -2.739415 2.289118 -2.486357 0.6402 -0.2060 -0.2460
H -4.719405 3.415748 -2.681667 -0.1616 0.4529 0.6833
H -3.794775 3.947728 -3.985527 0.1823 0.0540 -0.3914
H -3.110985 6.139308 -2.977107 0.5404 -0.7043 -0.0510
H -3.688905 5.576008 -1.402487 0.1483 -0.0743 0.0950
H -7.122415 6.211148 -2.181557 -0.3554 -0.5513 0.1800
H -6.061405 5.106808 -1.200197 -0.2857 -0.2476 -0.2344
H -6.571085 4.649228 -2.943587 -0.6015 -0.3025 0.7812
H -5.481195 5.185588 -4.794707 0.2357 -0.2545 0.3008
H -4.225575 6.382098 -4.862297 0.3253 0.1614 0.7724
H -7.231615 6.681548 -4.811937 -0.1111 0.0576 0.2437
H -6.142135 7.473568 -5.843387 0.3867 0.7332 0.3530
H -7.125585 8.243428 -3.121937 -0.1925 0.4744 -0.4456
H -5.856025 9.148388 -3.993047 -0.0635 0.0672 0.4209
H -5.577105 7.749368 -1.492907 0.0722 0.1401 -0.1234
H -4.252575 8.173708 -2.634207 0.3977 -0.8109 0.2318
C -7.696025 7.433168 1.778563 0.1599 -0.5437 -0.3524
C -6.902255 6.089198 1.757763 -0.6194 0.1111 1.3990
C -5.830945 6.103438 2.871293 2.5015 -0.4322 0.1010
N -4.944535 4.830038 3.017853 -0.5095 -1.0145 0.6368
C -5.811045 3.761858 3.746943 -0.0848 0.7608 -2.3855
C -3.626725 4.863968 3.873083 -0.9367 1.5115 -0.1082
C -2.808045 3.684388 3.391423 0.7342 0.3638 0.2281
C -3.353365 3.328288 2.043943 -1.3052 -0.6386 -1.0892
C -4.347795 4.436308 1.672173 1.0043 -1.5613 0.1555
H -8.378535 7.499338 0.931273 0.3746 -0.0056 -0.3729
H -7.008915 8.279318 1.781143 -0.2104 0.0975 0.0073
H -8.409095 7.505968 2.599743 0.5150 -0.1022 0.4375
H -6.475665 5.840138 0.786123 0.2137 0.4113 0.0846
H -7.627865 5.301098 1.958963 -0.0286 -0.1548 0.0297
H -6.100425 6.311508 3.906753 -0.7587 0.1935 -0.3150
H -5.004335 6.776028 2.642303 -0.4652 0.8006 -0.2289
H -5.246855 2.835088 3.851293 -0.2861 0.1741 0.0527
H -6.631495 3.718988 3.030623 -0.2768 -0.9710 0.3761
H -6.220815 4.145208 4.681413 0.5674 0.1614 -0.0395
H -3.824885 4.818898 4.943963 -0.4654 0.0361 -0.1614
H -3.280385 5.875598 3.661543 0.8581 -0.2621 -0.0439
H -2.935635 2.815128 4.036563 0.2779 0.2710 0.2954
H -1.757055 3.968488 3.338393 0.0809 -0.0056 0.2006
H -3.924285 2.406038 2.151653 0.1071 -0.2930 -0.2925
H -2.655735 3.201868 1.216043 0.2974 -0.0382 0.3175
H -4.997955 4.095668 0.866343 -0.7341 0.1033 0.5948
H -3.672915 5.154218 1.206073 -0.5787 1.1944 0.7274
C 0.458045 -2.625982 -5.172817 -0.6257 0.6600 -0.6529
C 1.629945 -1.755242 -5.726957 0.1898 -1.3079 -0.6475
C 1.873615 -2.003212 -7.282987 0.4868 -0.3847 0.6759
N 3.062615 -1.185452 -7.819147 0.4103 -0.4332 -0.1068
C 4.402295 -1.597192 -7.058647 -1.1671 1.4792 -0.8212
C 2.699125 0.289948 -7.891237 -0.3975 -1.1305 0.1800
C 1.763665 0.320798 -9.164797 -0.3160 0.4302 -0.4299
C 2.141365 -0.850252 -10.100167 1.1413 -0.1511 1.0599
C 3.322905 -1.369692 -9.310417 0.3866 -2.3152 -0.6309
H 0.577405 -3.705012 -5.270517 0.3147 0.0695 -0.5039
H -0.444605 -2.320562 -5.702007 -0.1384 -0.3236 -0.3201
H 0.130485 -2.511502 -4.139517 0.8173 0.6244 0.2947
H 2.532705 -2.076172 -5.207237 0.1945 0.1312 -0.0194
H 1.518065 -0.689632 -5.526817 -0.3677 -0.0737 0.0531
H 0.997735 -1.906772 -7.924577 -0.0613 0.9067 0.2192
H 2.130325 -3.037312 -7.512867 0.3263 -0.1926 0.5289
H 5.209245 -1.285302 -7.721717 -0.0392 -0.0880 0.1113
H 4.467895 -2.669462 -6.874167 -0.4352 0.1592 -0.1410
H 4.458365 -1.005132 -6.145177 -0.1231 -0.2435 0.0026
H 3.678745 0.761188 -7.971157 -0.3407 0.5356 -0.4696
H 2.263325 0.572938 -6.933067 -0.2000 0.2350 -0.2785
H 1.903025 1.263798 -9.693427 -0.1177 0.0202 0.1696
H 0.696405 0.140268 -9.036467 -0.0026 0.7253 1.0214
H 2.363505 -0.557552 -11.126367 0.3285 0.0605 0.2430
H 1.472815 -1.707982 -10.174067 -0.7267 0.5864 0.1422
H 4.260335 -0.880112 -9.574317 -0.0381 0.0008 0.3187
H 3.399825 -2.447102 -9.456657 0.5666 -0.0333 -0.0874
C 6.023075 -2.253442 2.129243 -0.2480 1.0371 -0.5074
C 6.329745 -1.676662 0.716003 -0.0054 -1.5124 -0.1294
C 5.294975 -0.644782 0.374523 1.0523 1.2082 0.0071
N 5.527085 0.085178 -0.957687 -0.6429 -0.0331 -0.9299
C 6.988955 0.527278 -1.323597 -1.7687 -0.5734 -0.6020
C 4.621575 1.344928 -0.927457 0.0312 -0.7634 -1.1027
C 4.314505 1.614988 -2.436357 1.1094 1.5506 1.6698
C 4.336625 0.315968 -3.177677 0.0916 -1.1536 0.1305
C 4.882065 -0.720772 -2.140817 -0.5983 0.4185 0.0662
H 6.265165 -1.485312 2.863733 -0.2719 0.0548 0.1700
H 6.512615 -3.160792 2.483033 0.2389 -0.0090 -0.7255
H 4.945555 -2.412412 2.087003 -0.0891 -0.1582 0.5910
H 6.157015 -2.485872 0.006463 0.4489 -0.2928 -0.2076
H 7.347765 -1.307452 0.591943 -0.0181 -0.0200 0.1610
H 5.395695 0.157528 1.105463 -0.4679 0.0664 0.1720
H 4.285495 -1.051972 0.317593 -0.2637 0.0348 0.1520
H 7.598945 -0.321502 -1.632777 -0.0602 -0.1883 0.8005
H 7.403245 1.172058 -0.548537 -0.0615 -0.2994 -0.0519
H 6.861045 1.053128 -2.269747 0.0354 0.4594 0.2805
H 5.087605 2.168478 -0.386467 0.3246 -0.1403 -0.2318
H 3.703135 1.113518 -0.387987 0.1184 -0.4736 0.0449
H 5.136825 2.237398 -2.789177 -0.3249 0.3713 -0.1829
H 3.385335 2.184728 -2.424507 0.0454 -0.0899 -0.5617
H 4.904275 0.310688 -4.108177 0.2896 0.3751 0.1411
H 3.311745 0.082168 -3.465897 0.0091 -0.4877 0.1752
H 5.511645 -1.537622 -2.493627 0.5434 0.5096 -0.0654
H 3.975835 -1.224922 -1.805147 0.0266 0.0756 1.0401
C -3.960505 -0.209352 -3.894287 2.4080 0.2201 -0.3610
C -4.903385 -0.516562 -2.788317 -1.3387 -0.0945 -0.3852
C -4.627455 -1.807712 -2.009367 -1.1591 -0.1279 0.0425
N -5.319295 -1.901732 -0.594797 1.2459 -0.9373 -0.4460
C -6.867305 -1.781272 -0.675547 1.9379 0.6452 -0.6291
C -4.753505 -0.829452 0.365783 -1.1677 -0.4491 -0.1960
C -4.799075 -1.556102 1.675983 -0.3856 1.0221 1.6477
C -4.261365 -2.918772 1.440503 0.5982 -0.4185 -1.0712
C -4.972255 -3.262232 0.079173 0.4937 -0.1509 1.5309
H -3.837595 -1.015372 -4.617697 -0.3239 -0.1345 -0.0350
H -2.948695 -0.008052 -3.542407 0.2420 -0.0411 0.2371
H -4.214495 0.696938 -4.444057 -0.4186 -0.0303 -0.0165
H -5.775595 -0.622502 -3.433387 -0.9615 -0.1747 0.9395
H -5.043035 0.371428 -2.171807 0.0457 -0.0973 0.2689
H -3.552625 -1.987272 -1.984997 -0.0120 0.0224 0.9712
H -5.049625 -2.647782 -2.560877 -0.0370 -0.0302 -0.0187
H -7.320485 -2.699072 -1.050237 0.2717 0.1025 -0.0091
H -6.928075 -0.962972 -1.393037 -0.9560 -0.0043 0.2432
H -7.227225 -1.535542 0.323543 -0.0160 0.0025 -0.2317
H -5.464935 -0.005652 0.308173 0.2870 0.2115 0.0324
H -3.744455 -0.503512 0.113433 -0.0537 -0.2899 -0.4382
H -5.820615 -1.626072 2.049683 -0.2356 0.0411 -0.1121
H -4.274665 -1.029532 2.473363 0.2052 0.1171 -0.1105
H -4.440725 -3.614932 2.259823 -0.5120 -0.1218 -0.2696
H -3.172565 -2.882002 1.405073 0.1365 -0.0178 -0.5635
H -5.891605 -3.750952 0.401723 -0.1760 0.1221 -0.5753
H -4.416655 -3.940842 -0.568047 -0.0732 0.3862 -0.1870
C 2.689685 0.890318 6.254933 1.0574 -0.5894 -1.0280
C 2.595655 -0.277582 7.213563 -0.7198 -0.2711 0.6351
C 2.862665 0.198188 8.615843 -0.0273 -0.1476 1.8800
N 2.693675 -0.880352 9.752553 0.3673 -0.2589 0.4212
C 1.253195 -1.427042 9.690613 1.0405 -0.8663 0.2683
C 3.065365 -0.336262 11.180303 -0.3684 1.3994 0.1313
C 4.323385 -1.028682 11.725103 -0.9151 0.6789 -0.1466
C 4.183565 -2.344712 11.059173 0.1689 -1.3937 -2.0699
C 3.709945 -2.043742 9.628543 -0.2863 0.3209 -0.5683
H 2.785925 0.489938 5.245713 -0.7630 -0.1347 -0.2610
H 3.681005 1.342118 6.290433 -0.1358 0.6962 0.6685
H 1.863555 1.600398 6.292303 0.2742 0.0150 0.1567
H 3.289655 -1.088952 6.994153 0.1181 0.0584 -0.3121
H 1.601085 -0.718882 7.148903 -0.0581 -0.1003 -0.0517
H 2.209705 0.994058 8.974103 -0.2936 0.0174 -0.3870
H 3.864795 0.619988 8.692843 0.2271 -0.3064 0.1944
H 0.476425 -0.663772 9.736973 0.4180 0.1643 -0.1859
H 1.121405 -2.115602 10.525243 0.0681 0.1953 0.1541
H 1.210185 -2.066192 8.808723 -0.4524 0.3377 -0.2344
H 2.280745 -0.466972 11.925553 -0.5330 -0.4881 -0.6843
H 3.155485 0.748218 11.117933 0.1778 -0.0202 -0.2898
H 4.229965 -1.176922 12.800933 0.1679 0.4272 -0.0092
H 5.211825 -0.444312 11.485773 0.1343 -0.3656 -0.0310
H 3.403755 -2.968162 11.496543 0.1950 0.0023 0.4175
H 5.103665 -2.920292 10.958053 -0.0187 -0.1274 0.3836
H 3.285625 -2.868182 9.055523 -0.5403 -0.1004 0.4472
H 4.512515 -1.733782 8.959283 0.2376 0.6227 0.3385
C -1.012145 1.642498 -5.047807 1.2605 0.5315 0.3661
C -1.081385 1.815498 -6.537607 -1.3387 0.2577 -1.0433
C -1.576075 3.237188 -6.954227 0.8326 -0.3693 -1.7650
N -1.302945 3.506698 -8.496087 -0.0067 0.0021 0.3333
C -1.939925 2.327758 -9.295197 1.3346 0.4206 0.8591
C 0.259075 3.722208 -8.756017 -1.8920 1.6154 0.0584
C 0.400075 5.277528 -8.656967 0.3358 -1.0479 -0.5867
C -0.850555 5.838108 -9.348747 0.1489 -0.8423 0.4605
C -1.942755 4.879448 -8.842827 -0.2271 0.0219 -0.6014
H -1.774015 2.279008 -4.597817 0.0536 -0.2302 0.2452
H -0.019845 1.969328 -4.736957 -0.0354 0.3802 0.5183
H -1.083535 0.615988 -4.688227 -0.3316 -0.0730 -0.2704
H -1.804265 1.065578 -6.858817 -0.3770 0.2316 -0.4486
H -0.196575 1.560428 -7.120827 0.4140 0.0779 0.4390
H -1.110165 4.096568 -6.472037 0.2889 -0.3056 0.2971
H -2.649625 3.398918 -6.857077 -0.2306 -0.3341 0.2612
H -1.216465 1.528068 -9.136447 -0.3481 -0.2397 -0.0307
H -2.027375 2.453808 -10.374347 0.0896 0.7432 0.1632
H -2.902455 2.070948 -8.852837 0.1080 0.1923 -0.0073
H 0.436755 3.457068 -9.798247 0.0351 -0.3866 0.1472
H 0.872075 3.187138 -8.030737 -0.2982 -0.1738 -0.1669
H 1.315685 5.506298 -9.202337 0.0349 0.3671 0.1909
H 0.493575 5.617568 -7.625587 -0.0264 -0.0564 -0.0128
H -0.766985 5.818868 -10.435367 0.0885 -0.0560 0.0533
H -1.054895 6.862338 -9.036807 -0.0508 -0.0989 -0.0632
H -2.730565 4.691078 -9.572197 0.0977 -0.0221 -0.0047
H -2.428915 5.337688 -7.981577 0.1255 -0.5390 0.3508
C 1.617965 -4.944892 -2.255487 -1.1946 -0.6044 0.8280
N 2.637495 -5.715822 -1.361867 0.6735 2.4570 -2.7452
C 2.904855 -7.093492 -1.987667 -1.1816 0.3289 2.3757
C 3.922565 -4.938002 -1.700487 0.5419 -0.0483 1.5961
C 2.313115 -5.663012 0.184583 0.0272 0.5668 0.1046
C 0.832075 -5.886922 0.575973 0.4381 -0.6962 -0.8216
O 0.440745 -7.186232 0.199973 -0.0276 -0.5597 -0.5768
H 0.805985 -5.622082 -2.520437 -0.0309 -0.0914 0.2185
H 1.964965 -4.519912 -3.197347 1.0304 -0.6402 0.1278
H 1.210955 -4.067412 -1.753027 0.2548 -0.0884 0.7340
H 3.761315 -7.444012 -1.411717 0.0723 -0.3673 -0.5028
H 3.039175 -7.064912 -3.068987 0.0000 0.2722 0.3026
H 2.023495 -7.643492 -1.657797 0.2343 -0.5377 -0.4586
H 4.422135 -5.349112 -2.577707 -0.4052 -0.0726 0.0078
H 4.592795 -5.059612 -0.849547 0.1350 -0.1758 -0.0439
H 3.787285 -3.861152 -1.801407 -0.6191 -0.1175 0.0980
H 2.656275 -4.700112 0.562973 -0.3677 0.6500 -0.6660
H 3.006965 -6.321652 0.706933 -0.2535 -0.8097 -0.5272
H 0.179615 -5.150602 0.106673 0.1662 0.2858 0.1245
H 0.647385 -5.888332 1.650213 0.6129 0.5922 0.1363
H 0.018885 -7.162162 -0.662027 -0.2556 -0.1227 0.0621
C 5.080975 -4.523562 7.209143 0.2271 -1.2803 -1.3305
N 5.200485 -5.047552 5.746833 1.8666 1.8283 0.7818
C 6.615355 -4.680202 5.245043 -1.4010 -0.2473 1.0418
C 5.128975 -6.568072 5.693913 -1.4037 1.2627 -0.1840
C 4.217105 -4.256092 4.864213 -0.6247 -1.6438 0.1731
C 2.787425 -4.352702 5.311953 -0.9251 -1.8902 -1.1756
O 2.454745 -3.711412 6.449823 1.3885 1.6811 1.3469
H 5.993485 -4.837282 7.716113 0.0070 0.2454 0.0336
H 4.235455 -5.051952 7.649583 -0.1093 0.5100 0.0171
H 4.963285 -3.443522 7.120983 -0.0844 -0.2388 0.3402
H 6.846375 -3.655392 5.535743 -0.1701 0.0248 -0.2705
H 6.562755 -4.816672 4.164903 0.6130 -0.1377 0.2006
H 7.259845 -5.340302 5.825563 0.3592 -0.0083 -0.6767
H 5.889095 -7.039052 6.317203 -0.0285 0.3775 -0.0059
H 5.241875 -6.843832 4.645433 -0.0592 -0.1915 0.1571
H 4.125075 -6.772852 6.065863 0.1006 -0.6096 -0.1754
H 4.273835 -4.780952 3.910593 0.0635 0.2500 -0.2333
H 4.464765 -3.201452 4.743753 0.7444 -0.1276 0.3602
H 2.435455 -5.375522 5.446353 0.5271 -0.8119 -0.3538
H 2.164795 -4.053912 4.468653 0.1178 0.4343 -0.3508
H 1.507615 -3.560842 6.406743 -1.8065 0.4297 0.7513
C -1.907375 -1.873862 6.061653 -0.5569 1.7260 0.7619
C -1.314135 -2.862062 7.042373 -3.9147 -2.9767 2.4791
O -2.054515 -3.379152 7.954303 0.7984 2.1074 -1.7455
O -0.151025 -3.220482 6.899113 3.7749 0.3238 -1.1200
H -1.415155 -0.952672 6.373483 0.7619 0.4339 -0.7090
H -2.912445 -1.532742 6.309793 -0.4584 -0.9164 0.0030
H -1.839855 -2.037842 4.986183 0.4571 -0.2745 0.1328
C -0.705835 -5.858772 4.395423 -0.1039 0.1679 0.6506
C -1.155955 -7.213802 5.016933 -1.3238 -2.3546 -0.1599
O -0.444015 -7.807322 5.837253 2.3827 1.1311 0.6256
O -2.242195 -7.743322 4.685113 -0.7247 1.6189 -1.4837
H -0.686885 -5.749302 3.311103 -0.0337 -0.6699 -0.3248
H 0.274055 -5.619232 4.808403 0.0029 0.2178 -0.0160
H -1.424635 -5.097752 4.699183 0.0481 0.1304 0.3406
C 0.951795 3.247158 2.749083 1.1179 0.5118 0.2769
C 0.857435 4.813288 2.994903 -1.7073 -0.2043 -0.3195
O 0.986675 5.231298 4.151993 0.4490 -0.5436 0.2794
O 0.475985 5.476798 1.994213 0.1385 -0.3162 -0.3968
H 0.323685 2.639538 3.400523 -0.4037 0.2555 0.0196
H 1.953325 2.941848 3.052093 0.3148 -0.0383 0.0326
H 0.851165 2.967518 1.700383 -0.3024 0.1833 0.0776
```
Forces are in eV/Å.

Values from the calculation:
net charge	+4
HOMO energy (spin up / spin down)	-9.3 / -9.5	eV
<S²>	0.75
2S+1	2
LUMO level (spin up / spin down)	-7.06 / -7.09	eV